Density functional theory data (ωB97M-V/def2-TZVPD) for a molecular structure, C2H7N5 at a distorted geometry.

## Properties
HOMO-LUMO gap: 8.1 eV
total energy: -353.2803 Ha
net charge: +2
relative energy (zero: lowest compared OMol25 entry of this formula, charge and spin): 70.0 kcal/mol
molar mass: 101.113 g mol⁻¹
HOMO: -20.3 eV

Structure (XYZ):
```
14
Properties=species:S:1:pos:R:3:nbo_charge:R:1
C -0.608 -0.360 -1.020 0.3407
C 0.142 -0.030 1.309 -0.4885
N -1.356 -1.409 -0.825 -0.2842
N -1.728 -2.174 0.019 0.2611
N -2.025 -2.981 0.708 0.2763
N 0.088 0.180 -0.101 -0.1034
N 1.271 1.513 -0.729 -0.5611
H -0.807 0.108 -2.023 0.2953
H 0.413 -1.093 1.648 0.3043
H 0.938 0.775 1.591 0.2736
H -0.833 0.357 1.762 0.2910
H 0.849 2.296 -1.133 0.4528
H 1.963 0.937 -1.333 0.4902
H 1.692 1.880 0.127 0.4519
```